No. 1
Formula: C25H35BrN8O5Pb
Source: OMol25
Level of theory: wB97M-V/def2-TZVPD

Last column: Löwdin charge in e.
Positions of all 75 atoms, in Å:
Pb -0.3546 0.9573 -0.6266  1.28
O 0.0399 -2.3715 -4.7021  0.11
C -0.2569 -1.4826 -3.7308  -0.44
O 0.5530 -1.1134 -2.9331  0.09
C -1.6947 -1.0226 -3.7662  -0.16
C -2.5294 -1.5282 -4.7549  0.02
C -3.8490 -1.1293 -4.7885  -0.02
C -4.2506 -0.2465 -3.8081  0.00
C -3.3429 0.2038 -2.8490  -0.15
N -2.0621 -0.1700 -2.8179  0.16
C -3.7997 1.1768 -1.7587  -0.44
O -5.0937 1.5699 -1.7743  0.13
O -3.0877 1.5931 -0.8967  0.05
H 0.9682 -2.6114 -4.5656  0.13
H -2.1177 -2.2210 -5.4729  0.12
H -4.5386 -1.4887 -5.5389  0.12
H -5.2827 0.0755 -3.8156  0.11
H -5.5875 1.1814 -2.5013  0.08
C 4.5740 1.6659 -5.2003  -0.07
C 3.7037 1.8914 -4.0003  -0.33
C 3.5309 3.1169 -3.4516  -0.08
C 2.7067 3.6779 -2.4066  -0.17
C 1.7109 3.1330 -1.6648  -0.82
Br 1.1330 3.9397 -0.0330  0.76
N 1.0943 1.9521 -1.8776  -0.21
C 2.9743 0.7149 -3.4447  -0.09
H 5.0185 2.6047 -5.5322  0.07
H 3.9943 1.2545 -6.0311  0.08
H 5.3926 0.9661 -4.9937  0.07
H 4.2111 3.8710 -3.8457  0.10
H 3.0122 4.6755 -2.1170  0.07
H 2.8668 -0.2515 -3.9394  0.11
C -0.2902 -2.8747 4.7807  -0.07
N -0.8493 -1.5428 4.7578  -0.10
C -1.4446 -1.0538 5.9830  -0.15
C -1.9212 0.3433 5.5871  -0.14
N -1.5170 0.4939 4.2057  -0.11
C -1.8593 1.7536 3.5966  -0.06
C -0.8772 -0.5987 3.7043  -0.34
N -0.3617 -0.6787 2.5414  0.10
C 0.2911 -1.8528 2.0571  -0.25
C 0.6910 -2.0121 0.5811  -0.28
N 1.5573 -1.0552 -0.0885  0.02
C 2.6876 -1.4802 -0.5459  -0.28
N 3.6089 -0.7831 -1.3403  -0.02
C 3.6613 0.4150 -2.1488  -0.17
C 4.9264 -1.4025 -1.3638  -0.14
C 4.7722 -2.6828 -0.5862  -0.16
N 3.3966 -2.6479 -0.1462  -0.09
C 3.0594 -3.7923 0.6851  -0.07
H -0.4100 -3.2567 5.7949  0.08
H 0.7757 -2.8973 4.5541  0.08
H -0.8078 -3.5714 4.1185  0.08
H -0.7072 -1.0255 6.7936  0.12
H -2.2706 -1.6944 6.3114  0.11
H -1.4701 1.1209 6.2108  0.12
H -3.0084 0.4381 5.6793  0.12
H -2.3893 2.3118 4.3690  0.08
H -2.5237 1.6161 2.7473  0.07
H -0.9950 2.3316 3.2880  0.07
H -0.3262 -2.7479 2.2118  0.10
H 1.2494 -1.9839 2.5889  0.10
H -0.1964 -2.1547 -0.0494  0.10
H 1.1773 -2.9653 0.6723  0.04
H 1.7905 1.4291 -2.3946  -0.03
H 4.4863 0.2414 -2.9267  0.13
H 4.1328 1.2389 -1.6085  0.15
H 5.6738 -0.7291 -0.9324  0.13
H 5.2184 -1.5976 -2.3993  0.12
H 5.4417 -2.7207 0.2794  0.12
H 4.9695 -3.5682 -1.2004  0.12
H 3.9521 -4.4159 0.7326  0.08
H 2.2656 -4.4118 0.2683  0.09
H 2.8084 -3.5152 1.7123  0.09
O -1.0435 2.0877 0.9055  -0.62

Output
- Relative energy (zero: lowest compared OMol25 entry of this formula, charge and spin): 7.466 eV
- Net charge: 0
- Orbital gap (spin up / spin down): 5.513 / 6.035 eV

No. 2
Formula: C25H35Cl8F11N2O4P
Source: OMol25
Level of theory: wB97M-V/def2-TZVPD

Last column: Löwdin charge in e.
Positions of all 86 atoms, in Å:
C -1.1799 2.1455 -1.0850  -0.09
C -0.0827 3.3788 -1.3615  -0.23
O 0.6853 3.7731 -0.1959  -0.17
C 1.7800 2.9108 0.1885  -0.14
C 2.1360 1.6361 -0.7635  0.08
C 1.6662 0.0811 -0.3588  0.10
C 0.7824 -0.3274 0.9542  -0.14
F -0.0597 0.7507 1.5308  0.03
F -0.2254 -1.4204 0.6647  0.02
C 1.8188 -1.0189 2.0710  -0.07
F 3.2412 -1.0576 1.5613  0.02
F 1.4519 -2.4805 2.2041  0.03
C 1.6756 -0.4003 3.5773  -0.07
F 0.2816 -0.5506 4.1412  0.05
F 2.5261 -1.2779 4.4671  0.04
C 2.2246 1.1215 3.7905  -0.12
F 2.7936 1.1639 5.1906  0.03
F 1.1356 2.1692 3.8080  0.03
F 3.3280 1.5433 2.9012  0.05
C 2.1832 -1.1037 -1.4203  0.12
C 1.9113 -2.7223 -1.2146  -0.21
O 2.7339 -3.3511 -0.3525  0.04
O 0.8992 -3.5206 -1.9226  -0.02
O 1.1568 -4.7648 -1.5413  -0.15
C 1.8429 -5.5126 -2.6059  -0.19
C 3.4425 -5.8183 -2.2928  -0.10
C 3.0545 -0.7396 -2.8007  -0.11
P 3.6699 -2.0331 -4.0666  0.77
N 2.9423 -1.6458 -5.4972  -0.33
C 3.3910 0.8489 -3.0279  0.05
F 4.2098 1.1487 -4.2624  -0.01
N 2.9303 1.9519 -2.0504  0.01
C 3.3323 3.3601 -2.4761  -0.11
C 4.8271 3.6590 -1.8174  -0.09
F 4.8581 4.9247 -1.0218  -0.11
H -0.7454 1.0881 -1.3680  0.07
H -2.1453 2.3309 -1.7624  0.01
H -1.5308 2.2439 0.0271  0.09
H -0.7910 4.3098 -1.6152  0.15
H 0.5317 3.2178 -2.3606  0.12
H 2.7617 3.5934 0.2192  0.15
H 1.6215 2.6379 1.3413  0.14
H 1.3251 -6.5877 -2.6388  0.06
H 1.7239 -5.0646 -3.6835  0.14
H 3.9976 -6.3640 -3.1728  0.10
H 4.0106 -4.7853 -2.1296  0.05
H 3.5773 -6.4057 -1.2700  0.11
H 3.2216 -3.3845 -3.7707  0.01
H 5.0960 -1.9747 -4.3310  0.04
H 3.6758 -1.4420 -6.2124  -0.03
H 2.5395 4.1916 -2.1509  0.16
H 3.4560 3.4982 -3.6348  0.15
H 5.6526 3.6274 -2.6630  0.15
H 5.0716 2.7764 -1.0722  0.13
Cl -0.1798 3.4302 7.9577  0.54
C 0.2948 1.7410 7.6510  -0.67
C -0.9033 0.8051 7.6181  -0.67
Cl -1.6532 0.6163 9.2228  0.55
H 1.0160 1.4460 8.4190  0.07
H 0.8041 1.7266 6.6826  0.04
H -0.5872 -0.1919 7.2974  0.07
H -1.6719 1.1582 6.9236  0.07
Cl -4.7659 1.6866 -0.5295  0.56
C -5.8379 2.6989 -1.5289  -0.67
C -5.4964 2.6102 -3.0080  -0.64
Cl -3.9315 3.3738 -3.3837  0.56
H -5.7739 3.7274 -1.1611  0.02
H -6.8580 2.3405 -1.3611  0.08
H -6.2541 3.1359 -3.5965  0.08
H -5.4586 1.5719 -3.3516  0.07
Cl -3.5243 -7.1780 -2.7248  0.54
C -2.6877 -8.0529 -1.4181  -0.66
C -1.2075 -7.7106 -1.3544  -0.64
Cl -0.3101 -8.3430 -2.7573  0.58
H -2.8477 -9.1245 -1.5702  0.07
H -3.1760 -7.7654 -0.4821  0.08
H -0.7600 -8.1611 -0.4636  0.08
H -1.0452 -6.6294 -1.3070  0.06
Cl -7.2111 2.6230 2.4938  0.54
C -6.2087 4.0701 2.2219  -0.66
C -7.0378 5.2700 1.7917  -0.64
Cl -7.7163 5.0673 0.1572  0.57
H -5.4455 3.8199 1.4789  0.04
H -5.7040 4.2873 3.1681  0.07
H -6.4096 6.1652 1.7645  0.07
H -7.8660 5.4564 2.4823  0.07

Output
- Net charge: +1
- Orbital gap: 5.739 eV

No. 3
Formula: C25H35N2O18S2
Source: OMol25
Level of theory: wB97M-V/def2-TZVPD

Last column: Löwdin charge in e.
Positions of all 82 atoms, in Å:
C 0.2463 3.2725 2.0049  -0.12
N -0.2694 4.1146 3.1851  -0.14
C -1.3223 5.1061 2.7414  -0.25
N -2.6660 4.5028 2.3929  -0.06
C -3.0942 3.0671 2.6075  0.07
C -4.5452 2.4137 2.1806  -0.44
S -4.8820 0.5583 2.4845  0.68
C -5.6560 3.4176 1.4721  0.03
C -5.2053 5.0023 1.2757  0.01
C -3.6890 5.4646 1.7534  -0.39
S -3.2709 7.2998 1.4231  0.70
H -0.2419 2.1958 2.1714  0.08
H -0.2720 3.7077 1.0467  0.09
H 1.4140 3.2240 1.9441  0.11
H 0.5740 4.7184 3.4244  0.12
H -0.8620 5.7661 1.8726  0.13
H -1.5054 5.8324 3.6654  0.16
H -2.2960 2.3305 3.0893  0.14
H -4.0015 -0.0997 1.5688  -0.10
H -6.7033 3.0138 1.1237  0.12
H -6.0021 5.7271 0.7980  0.12
H -2.5529 7.3795 0.1967  -0.07
C -3.8672 0.1651 -2.9305  -0.13
C -3.5799 -1.2347 -2.4936  -0.12
O -2.3750 -1.1068 -1.7630  0.05
C -2.3078 0.1866 -1.3315  -0.52
O -1.4873 0.6041 -0.5314  0.10
O -3.2788 0.9512 -1.9113  0.06
H -4.9394 0.3663 -3.0050  0.15
H -3.3916 0.4111 -3.8856  0.10
H -4.3551 -1.6332 -1.8305  0.14
H -3.4506 -1.9162 -3.3389  0.13
C 1.2328 -0.6599 1.3445  -0.14
C 1.5201 -2.0597 1.7814  -0.12
O 2.7250 -1.9318 2.5120  0.05
C 2.7922 -0.6384 2.9435  -0.51
O 3.6127 -0.2209 3.7436  0.12
O 1.8212 0.1262 2.3637  0.05
H 0.1606 -0.4587 1.2700  0.12
H 1.7084 -0.4139 0.3894  0.11
H 0.7449 -2.4582 2.4445  0.14
H 1.6494 -2.7412 0.9361  0.13
C 4.6314 -2.6801 6.8616  -0.14
C 4.2895 -1.2254 6.8650  -0.15
O 3.9585 -0.9720 8.2172  0.06
C 4.5824 -1.9290 8.9645  -0.52
O 4.6529 -1.9146 10.1821  0.14
O 5.1177 -2.9030 8.1719  0.06
H 5.3940 -2.9269 6.1179  0.14
H 3.7548 -3.3154 6.6971  0.13
H 5.1404 -0.5953 6.5851  0.14
H 3.4455 -0.9948 6.2092  0.12
C 5.6660 -1.6873 -1.2248  -0.13
C 5.0402 -1.3028 0.0765  -0.13
O 3.7784 -0.7907 -0.3079  0.03
C 3.4793 -1.3414 -1.5207  -0.51
O 2.3932 -1.2522 -2.0686  0.13
O 4.5533 -2.0055 -2.0395  0.07
H 6.3339 -2.5476 -1.1276  0.14
H 6.2159 -0.8598 -1.6851  0.14
H 4.8866 -2.1628 0.7369  0.14
H 5.6205 -0.5447 0.6094  0.15
C 0.8660 -4.4454 -3.4797  -0.13
C 0.2402 -4.0609 -2.1783  -0.14
O -1.0216 -3.5488 -2.5628  0.05
C -1.3207 -4.0995 -3.7756  -0.51
O -2.4068 -4.0103 -4.3235  0.13
O -0.2467 -4.7635 -4.2943  0.07
H 1.5339 -5.3057 -3.3825  0.14
H 1.4159 -3.6179 -3.9400  0.14
H 0.0866 -4.9209 -1.5180  0.14
H 0.8205 -3.3027 -1.6454  0.11
C -2.3610 -0.5167 -8.1522  -0.13
C -1.2757 0.5085 -8.0886  -0.14
O -1.8241 1.5117 -7.2550  0.07
C -2.7782 0.9106 -6.4855  -0.49
O -3.3339 1.4411 -5.5382  0.11
O -3.0282 -0.3613 -6.9138  0.07
H -1.9691 -1.5322 -8.2565  0.14
H -3.0713 -0.3241 -8.9630  0.14
H -0.3625 0.1223 -7.6236  0.14
H -1.0287 0.9146 -9.0734  0.14

Output
- Net charge: +1
- Orbital gap: 6.994 eV

No. 4
Formula: C25H35N2O2
Source: OMol25
Level of theory: wB97M-V/def2-TZVPD

Last column: Löwdin charge in e.
Positions of all 64 atoms, in Å:
C 0.4792 3.5998 -4.0864  -0.10
C 1.6890 4.3641 -3.5594  -0.24
C 2.9956 4.0167 -4.2793  -0.18
H 2.8012 3.8926 -5.3462  0.11
C 3.7077 2.7827 -3.7212  -0.15
N 2.9785 1.5389 -3.9237  -0.09
C 2.4613 0.9181 -2.8562  -0.43
O 2.6156 1.3370 -1.7135  0.03
C 1.6737 -0.3817 -3.0871  -0.21
H 1.5166 -0.5485 -4.1511  0.13
C 0.2984 -0.3230 -2.4046  -0.09
C 0.4244 -0.2827 -0.8889  -0.10
N 1.1782 -1.4604 -0.3989  -0.08
H 0.6779 -2.2995 -0.7191  0.18
C 2.5363 -1.4760 -0.9868  -0.11
C 2.4573 -1.5674 -2.5051  -0.10
H 3.4715 -1.5823 -2.9055  0.14
H 1.9701 -2.5013 -2.7999  0.13
H 3.0921 -2.3237 -0.5819  0.14
H 3.0318 -0.5443 -0.7017  0.14
C 1.2011 -1.5079 1.0930  -0.07
C -0.1776 -1.7641 1.6323  -0.25
C -0.7629 -3.0194 1.4679  -0.04
C -2.0312 -3.2683 1.9361  0.02
C -2.7579 -2.2668 2.5941  -0.26
C -2.1716 -1.0120 2.7636  0.02
C -0.8990 -0.7715 2.2812  -0.03
H -0.4582 0.2036 2.4271  0.12
H -2.6925 -0.2250 3.2827  0.11
O -3.9859 -2.6162 3.0057  -0.03
C -4.7860 -1.6766 3.7060  -0.13
C -4.2232 -1.2691 5.0463  -0.23
C -4.4672 0.0026 5.5488  -0.05
C -3.9703 0.3699 6.7867  -0.07
C -3.2185 -0.5268 7.5274  -0.08
C -2.9712 -1.7946 7.0295  -0.07
C -3.4750 -2.1668 5.7958  -0.03
H -3.2903 -3.1589 5.4101  0.12
H -2.3901 -2.4991 7.6051  0.11
H -2.8297 -0.2385 8.4919  0.10
H -4.1696 1.3582 7.1724  0.11
H -5.0540 0.7037 4.9719  0.12
H -4.9696 -0.7935 3.0797  0.13
H -5.7386 -2.1982 3.8486  0.14
H -2.4891 -4.2368 1.8182  0.13
H -0.2129 -3.8167 0.9859  0.12
H 1.5970 -0.5578 1.4546  0.15
H 1.8805 -2.3105 1.3915  0.14
H -0.5595 -0.2779 -0.4168  0.14
H 0.9806 0.6128 -0.6005  0.13
H -0.2429 0.5666 -2.7279  0.13
H -0.2865 -1.1953 -2.7105  0.13
C 2.8876 1.0629 -5.2872  -0.03
H 1.8655 1.1134 -5.6692  0.10
H 3.2593 0.0408 -5.3782  0.10
H 3.5094 1.6984 -5.9127  0.10
H 4.6906 2.6823 -4.1917  0.13
H 3.8462 2.8994 -2.6449  0.12
H 3.6919 4.8493 -4.1686  0.12
H 1.8047 4.1738 -2.4909  0.11
H 1.4978 5.4308 -3.6857  0.11
H -0.4246 3.9447 -3.5897  0.07
H 0.3607 3.7640 -5.1552  0.08
H 0.5762 2.5318 -3.9081  0.04

Output
- Relative energy (zero: lowest compared OMol25 entry of this formula, charge and spin): 0.051 eV
- Net charge: +1
- Orbital gap: 8.982 eV

Look up the net charge of the third one. +1

The lowest net charge belongs to which entry? C25H35BrN8O5Pb

Which formula does entry 1 have? C25H35BrN8O5Pb